<one>
{"formula": "C5H14NS", "method": "wB97M-V/def2-TZVPD", "species": ["S", "N", "C", "C", "C", "C", "C", "H", "H", "H", "H", "H", "H", "H", "H", "H", "H", "H", "H", "H", "H"], "positions_angstrom": [[-1.1263, -1.5286, 0.0427], [1.8385, -0.8276, -1.1147], [2.5540, 0.1680, -0.2979], [-1.8719, 2.6093, 0.2338], [-1.8554, 0.1077, 0.4967], [-1.1787, 1.3024, -0.1530], [3.0741, -0.1568, 0.8665], [-1.8543, 0.1733, 1.5807], [3.5846, 0.5783, 1.4707], [-2.9216, 2.5853, -0.0553], [-0.5611, -1.8102, 1.2296], [-0.1454, 1.3460, 0.1937], [-2.8919, 0.0470, 0.1687], [2.5527, 1.1573, -0.7274], [1.8986, -0.6012, -2.1075], [0.8043, -0.9096, -0.8309], [-1.3903, 3.4607, -0.2417], [-1.8220, 2.7422, 1.3148], [3.0044, -1.1660, 1.2564], [2.2302, -1.7567, -0.9591], [-1.1684, 1.1734, -1.2394]], "e_lumo_ha": -0.118, "multiplicity": 1, "total_charge": 1, "e_homo_ev": -13.4, "homo_lumo_gap_ev": 10.2}

---

<two>
{"formula": "C5H14NS", "method": "wB97M-V/def2-TZVPD", "species": ["S", "N", "C", "C", "C", "C", "C", "H", "H", "H", "H", "H", "H", "H", "H", "H", "H", "H", "H", "H", "H"], "positions_angstrom": [[0.5765, 0.6947, -1.9255], [0.5687, 1.1379, 1.4032], [-0.5855, -1.0125, -0.1966], [-0.5416, -2.4090, -0.7704], [-1.8546, -0.2936, -0.6747], [1.4857, 2.3298, 1.2046], [0.5973, -0.2802, -0.5139], [1.1105, 2.9515, 0.4103], [-2.8006, -0.8240, -0.5738], [1.9003, 1.0597, -1.9854], [1.4147, 3.1477, 1.9333], [2.5351, 1.8822, 0.9478], [-0.0312, -3.1480, -0.1330], [-0.0383, -2.4827, -1.7577], [-1.5810, -2.6917, -1.1139], [-1.8300, -0.0785, -1.6934], [-0.6859, -1.1113, 0.8899], [-2.0054, 0.6268, -0.0288], [1.5958, -0.3351, -0.0990], [0.6540, 0.5694, 2.2462], [-0.3418, 1.4969, 1.4430]], "e_lumo_ha": -0.183, "multiplicity": 1, "total_charge": 1, "e_homo_ev": -14.2, "homo_lumo_gap_ev": 9.2}

---

Best to worst by energy: <one>, <two>.

---

<one>
{"formula": "C4H8O2", "method": "wB97M-V/def2-TZVPD", "species": ["O", "O", "C", "C", "C", "C", "H", "H", "H", "H", "H", "H", "H", "H"], "positions_angstrom": [[1.2103, -1.6017, 1.9888], [-1.3393, 0.0809, -2.6730], [0.1637, -0.0725, 0.5240], [1.3563, -0.3951, 1.2614], [0.0098, 0.3142, -0.6803], [-1.2309, 0.7774, -1.4138], [-0.9868, 1.7142, -1.5352], [1.2164, 0.5298, -1.2541], [-0.8367, 0.0481, 1.2483], [-2.0560, 0.8410, -0.5577], [1.4062, 0.6018, 2.2981], [-1.4296, -0.6843, -2.5478], [2.3739, -0.4902, 0.7713], [0.1427, -1.6636, 2.5700]], "e_lumo_ha": 0.019, "multiplicity": 1, "total_charge": 0, "e_homo_ev": -9.6, "homo_lumo_gap_ev": 10.1}

---

<two>
{"formula": "C4H8O2", "method": "wB97M-V/def2-TZVPD", "species": ["O", "O", "C", "C", "C", "C", "H", "H", "H", "H", "H", "H", "H", "H"], "positions_angstrom": [[-0.0603, -1.9945, 3.0397], [-0.2830, 2.4662, -2.3192], [-0.5467, 1.1301, -2.0728], [0.4583, 0.2333, -1.8569], [0.9492, -0.5367, 1.4651], [-0.1619, -1.1170, 2.0131], [-1.1642, 2.9486, -2.3874], [0.8679, 0.2292, 0.6649], [-1.5890, 0.9106, -1.9719], [-0.8859, -2.4717, 3.2002], [-1.1750, -0.8414, 1.7247], [0.1715, -0.7115, -1.3651], [1.9364, -0.8915, 1.7971], [1.4827, 0.6465, -1.9315]], "e_lumo_ha": 0.025, "multiplicity": 1, "total_charge": 0, "e_homo_ev": -8.8, "homo_lumo_gap_ev": 9.4}

---

Best to worst by energy: <two>, <one>.

---

<one>
{"formula": "C4H8O2", "method": "wB97M-V/def2-TZVPD", "species": ["O", "O", "C", "C", "C", "C", "H", "H", "H", "H", "H", "H", "H", "H"], "positions_angstrom": [[-1.0236, -0.0667, -0.6180], [1.7950, 1.4543, 0.0835], [1.1985, -0.8613, -0.1719], [-0.1733, -0.4918, 0.4111], [-2.0731, 0.7429, -0.1144], [2.1228, 0.3557, -0.3257], [-2.8066, 0.1171, 0.4755], [-0.5678, -1.4170, 0.9001], [-2.6037, 1.1868, -0.9879], [-1.7182, 1.5943, 0.4885], [-0.0258, 0.2295, 1.2592], [1.0712, -1.4214, -1.1290], [3.1089, 0.1084, -0.7939], [1.6956, -1.5309, 0.5228]], "e_lumo_ha": 0.038, "multiplicity": 1, "total_charge": 0, "e_homo_ev": -9.8, "homo_lumo_gap_ev": 10.8}

---

<two>
{"formula": "C4H8O2", "method": "wB97M-V/def2-TZVPD", "species": ["O", "O", "C", "C", "C", "C", "H", "H", "H", "H", "H", "H", "H", "H"], "positions_angstrom": [[1.4113, -0.7566, -0.4175], [-2.1393, 1.1885, -0.5338], [-2.2019, -1.2339, -0.1913], [-1.5786, -0.0792, -0.4554], [2.7993, 0.6409, 0.9804], [1.5393, -0.0024, 0.5302], [2.8763, 0.4143, 2.0365], [-3.0324, -1.4261, 0.4668], [-0.5408, -0.0449, -0.6994], [3.6392, 0.3580, 0.3399], [0.6211, 0.0707, 1.1154], [-1.7602, -2.1494, -0.5925], [-2.0172, 1.4996, -1.4302], [2.7361, 1.7184, 0.7561]], "e_lumo_ha": 0.032, "multiplicity": 1, "total_charge": 0, "e_homo_ev": -9.0, "homo_lumo_gap_ev": 9.8}

---

<three>
{"formula": "C4H8O2", "method": "wB97M-V/def2-TZVPD", "species": ["O", "O", "C", "C", "C", "C", "H", "H", "H", "H", "H", "H", "H", "H"], "positions_angstrom": [[0.9632, -0.0386, -0.7607], [1.1255, 1.2365, 2.0050], [-0.8171, -1.1417, -0.4179], [0.6808, -1.4497, -0.5763], [-0.3485, 0.2906, -0.4868], [-0.8267, 1.5148, -0.3066], [-0.1714, 2.3733, -0.4182], [1.5885, 1.2919, 1.1595], [-1.4292, -1.4354, -1.2740], [1.1758, -1.8254, 0.3239], [0.2338, 1.0013, 1.7208], [-1.8593, 1.6831, -0.0270], [0.9789, -2.0330, -1.4507], [-1.2944, -1.4676, 0.5091]], "e_lumo_ha": 0.033, "multiplicity": 1, "total_charge": 0, "e_homo_ev": -9.1, "homo_lumo_gap_ev": 10.0}

---

<four>
{"formula": "C4H8O2", "method": "wB97M-V/def2-TZVPD", "species": ["O", "O", "C", "C", "C", "C", "H", "H", "H", "H", "H", "H", "H", "H"], "positions_angstrom": [[1.6669, 0.6241, -0.1209], [0.4584, 0.0915, -2.5917], [-1.5603, 0.3310, -0.3321], [-0.4861, -0.4544, -0.2892], [0.7539, -0.3472, 1.8714], [0.7676, 0.0012, 0.4084], [-1.5206, 1.3491, 0.0536], [-0.4796, -1.4753, -0.6695], [-0.3709, 0.4824, -2.2850], [1.7294, -0.1886, 2.3319], [1.1101, 0.4884, -1.9907], [0.4151, -1.3804, 2.0086], [0.0030, 0.2967, 2.3465], [-2.5036, -0.0137, -0.7443]], "e_lumo_ha": 0.030, "multiplicity": 1, "total_charge": 0, "e_homo_ev": -10.0, "homo_lumo_gap_ev": 10.9}

---

Best to worst by energy: <four>, <one>, <three>, <two>.

---

<one>
{"formula": "C5H13N2O", "method": "wB97M-V/def2-TZVPD", "species": ["O", "N", "N", "C", "C", "C", "C", "C", "H", "H", "H", "H", "H", "H", "H", "H", "H", "H", "H", "H", "H"], "positions_angstrom": [[0.7404, 0.0024, -0.7064], [-1.2848, 1.4069, 0.3547], [-1.3950, -1.3598, -0.7782], [-2.4589, 0.6668, -0.0138], [2.9712, -0.0948, 0.2251], [2.6625, 0.5475, 1.3532], [2.0386, -0.2419, -0.9113], [-2.2080, -0.8020, 0.2639], [-2.7211, 0.8206, -1.0757], [-1.3879, 2.4117, 0.2888], [-1.4079, -2.3797, -0.7811], [1.6996, 1.0129, 1.4773], [-3.1572, -1.3537, 0.2877], [2.0982, -1.2657, -1.3510], [3.3813, 0.6083, 2.1566], [3.9566, -0.5174, 0.0939], [-3.2949, 1.0139, 0.5984], [-0.4067, -0.9854, -0.8407], [-1.7407, -0.9109, 1.2539], [2.3662, 0.3851, -1.7748], [-0.4515, 1.0351, -0.1205]], "e_lumo_ha": -0.326, "multiplicity": 1, "total_charge": 1, "e_homo_ev": -13.5, "homo_lumo_gap_ev": 4.6}

---

<two>
{"formula": "C5H13N2O", "method": "wB97M-V/def2-TZVPD", "species": ["O", "N", "N", "C", "C", "C", "C", "C", "H", "H", "H", "H", "H", "H", "H", "H", "H", "H", "H", "H", "H"], "positions_angstrom": [[-2.0019, -0.9063, -0.3755], [0.2036, -0.6613, 1.3380], [0.2355, -0.4384, -1.5282], [1.4295, 1.7528, -1.3472], [0.2768, 0.6304, 0.6320], [1.0736, 0.4553, -0.6335], [-2.0879, -1.3587, 0.7443], [-1.0946, -1.0381, 1.8490], [0.8991, -0.7349, 2.0624], [2.0531, 1.5471, -2.2210], [0.6006, -0.4400, -2.4866], [0.6816, 1.4280, 1.2584], [-0.7586, -0.1911, -1.4630], [-1.5913, -0.2145, 2.3910], [-0.7429, 0.8921, 0.3794], [2.0036, -0.0961, -0.4827], [-2.9125, -2.0241, 1.0258], [0.3254, -1.3810, -1.1505], [-1.0274, -1.9124, 2.4772], [0.5287, 2.2123, -1.7719], [1.9060, 2.4789, -0.6974]], "e_lumo_ha": -0.108, "multiplicity": 1, "total_charge": 1, "e_homo_ev": -13.4, "homo_lumo_gap_ev": 10.5}

---

Best to worst by energy: <two>, <one>.

---

<one>
{"formula": "C5H13N2O", "method": "wB97M-V/def2-TZVPD", "species": ["O", "N", "N", "C", "C", "C", "C", "C", "H", "H", "H", "H", "H", "H", "H", "H", "H", "H", "H", "H", "H"], "positions_angstrom": [[1.7866, 1.3849, 0.6801], [1.4177, -1.8748, -1.0508], [-0.6522, -2.0038, -0.0255], [0.6949, 2.0539, 0.0290], [-1.0815, 0.3952, 0.7442], [-1.0506, -0.4997, -0.3883], [0.3520, -2.5223, -0.7614], [-0.5926, 1.9026, 0.7170], [0.3229, -3.7018, -0.9483], [0.8264, 3.1237, -0.0849], [-1.9921, -0.5046, -0.9830], [-0.6266, 2.3042, 1.7327], [-0.2815, 0.0824, 1.4139], [-0.3317, -0.0965, -1.1555], [-1.4777, 2.4796, 0.3522], [-1.5319, -2.5170, -0.0319], [2.2104, -2.3801, -1.3811], [0.7975, 1.5836, -0.9852], [1.5048, -0.8620, -0.7872], [-1.9534, 0.1792, 1.2605], [1.6585, 1.4733, 1.6534]], "e_lumo_ha": -0.138, "multiplicity": 1, "total_charge": 1, "e_homo_ev": -13.9, "homo_lumo_gap_ev": 10.1}

---

<two>
{"formula": "C5H13N2O", "method": "wB97M-V/def2-TZVPD", "species": ["O", "N", "N", "C", "C", "C", "C", "C", "H", "H", "H", "H", "H", "H", "H", "H", "H", "H", "H", "H", "H"], "positions_angstrom": [[1.1477, -1.5478, -0.1079], [0.0693, 0.3387, 1.1201], [1.0180, -0.7815, -2.2006], [0.9491, -0.6122, -0.8794], [1.0332, 0.2864, -3.2099], [-1.4637, -0.2403, 2.9381], [0.4275, 0.7047, -0.2471], [-1.3992, -0.0913, 1.3968], [-1.9811, 0.8089, 1.2220], [0.2923, 0.1110, -3.9917], [-1.5926, -1.0232, 0.9231], [1.3828, -1.6661, -2.5198], [-0.5816, 0.9619, -0.6470], [0.5718, -0.5085, 1.4693], [-1.6671, 0.7677, 3.3451], [2.0605, 0.2671, -3.6749], [1.2411, 1.4010, -0.4877], [0.2903, 1.0990, 1.7716], [-0.4456, -0.5356, 3.3312], [-2.2317, -0.9732, 3.1239], [0.8789, 1.2332, -2.6751]], "e_lumo_ha": -0.110, "multiplicity": 1, "total_charge": 1, "e_homo_ev": -13.8, "homo_lumo_gap_ev": 10.8}

---

Best to worst by energy: <two>, <one>.

---

<one>
{"formula": "C5H13N2O", "method": "wB97M-V/def2-TZVPD", "species": ["O", "N", "N", "C", "C", "C", "C", "C", "H", "H", "H", "H", "H", "H", "H", "H", "H", "H", "H", "H", "H"], "positions_angstrom": [[-1.1626, -0.8233, 1.0079], [0.9830, -1.9848, 0.4946], [-0.7606, 0.0936, -1.2347], [-0.0608, -0.3285, 1.6855], [1.2764, -0.8466, 1.2905], [-1.7276, 1.1993, -1.5193], [0.6718, 0.4112, -0.8042], [0.7236, 0.6457, 0.7007], [1.7079, 1.2407, 0.8575], [-0.0035, 1.4785, 0.8138], [-0.2409, 0.2395, 2.6269], [1.4224, -0.3285, -1.0643], [-2.7056, 0.7733, -1.6558], [0.9664, 1.3364, -1.3296], [-0.8084, -0.6665, -1.7560], [-1.7123, 1.9005, -0.6305], [-1.4234, 1.7800, -2.4004], [-1.1299, -0.3556, -0.1983], [2.2546, -0.7590, 1.7857], [0.1042, -2.2612, 0.7471], [1.6252, -2.7446, 0.5830]], "e_lumo_ha": -0.145, "multiplicity": 1, "total_charge": 1, "e_homo_ev": -13.7, "homo_lumo_gap_ev": 9.7}

---

<two>
{"formula": "C5H13N2O", "method": "wB97M-V/def2-TZVPD", "species": ["O", "N", "N", "C", "C", "C", "C", "C", "H", "H", "H", "H", "H", "H", "H", "H", "H", "H", "H", "H", "H"], "positions_angstrom": [[-0.4266, -0.4381, 1.1852], [0.0539, 1.8099, 1.1775], [1.0062, -0.6765, -1.1562], [0.1511, -1.7924, -1.0379], [0.5583, 1.5330, 2.5090], [0.6793, 0.5773, -0.6845], [-0.4811, 0.6625, 0.5431], [-1.2190, -1.6721, -1.7232], [1.7575, -0.6898, -1.8358], [-1.4361, 0.9748, 0.0823], [0.3124, 1.2458, -1.4516], [-1.9060, -2.4593, -1.4239], [0.8356, 2.4538, 3.0109], [-1.1201, -1.7287, -2.7913], [-1.6696, -0.6982, -1.4973], [1.5897, 1.0577, -0.3239], [-0.6631, 2.5318, 1.2423], [-0.1668, 0.9394, 3.0879], [1.4832, 0.9994, 2.4459], [-0.0299, -1.9654, 0.0467], [0.6911, -2.6648, -1.4049]], "e_lumo_ha": -0.292, "multiplicity": 1, "total_charge": 1, "e_homo_ev": -13.8, "homo_lumo_gap_ev": 5.9}

---

Best to worst by energy: <one>, <two>.